This record from OMol25 describes a structure of composition C25H44O2P2Re at a distorted geometry. The level of theory is ωB97M-V/def2-TZVPD.

As for the molar mass: 624.78 g/mol. The HOMO-LUMO gap (spin up / spin down) is 5.4 / 5.8 eV. As for the expectation value of S²: 3.77. The calculation puts the energy above the lowest of the compared OMol25 structures with the same formula, charge and spin at 600.8 kJ/mol. Its spin multiplicity is 4. The calculation puts the calculated total energy at -1889.5115 Ha. The net charge is +2.

Geometry as XYZ:
```
74
C25H44O2P2Re | OMol25 | ωB97M-V/def2-TZVPD
Re 0.231 0.613 -0.649
C -1.177 -2.296 2.265
C -0.071 -2.599 1.429
C 0.445 -0.707 2.668
C -0.863 -1.114 3.008
C 0.967 -1.678 1.755
C -2.482 -3.007 2.376
H -2.489 -3.921 1.771
H -3.321 -2.360 2.027
H -2.695 -3.274 3.421
C -1.784 -0.473 3.965
H -2.739 -0.248 3.474
H -1.357 0.457 4.342
H -2.001 -1.122 4.820
C 1.141 0.511 3.157
H 1.807 0.304 4.021
H 0.443 1.293 3.498
H 1.780 0.955 2.377
C 2.390 -1.752 1.350
H 2.914 -2.421 2.059
H 2.893 -0.772 1.416
H 2.559 -2.183 0.348
C -0.043 -3.670 0.401
H 0.108 -4.668 0.855
H 0.789 -3.510 -0.298
H -0.986 -3.714 -0.178
C -0.897 1.700 -1.809
C -1.215 0.220 -1.880
C -0.874 -0.499 -3.194
C 0.533 -1.108 -3.073
C 1.289 -0.629 -1.817
C 1.767 0.947 -1.913
C 1.324 1.807 -3.094
C -0.057 2.399 -2.892
H -0.924 0.238 -4.010
H 1.133 -0.886 -3.961
H -1.591 -1.300 -3.454
H -0.652 2.457 -3.817
H -1.715 2.348 -1.483
H -1.965 -0.289 -1.224
H 0.039 3.444 -2.545
H 2.047 2.625 -3.215
H 2.829 0.752 -2.134
H 1.405 1.310 -4.061
H 0.507 -2.199 -3.009
H 2.246 -1.145 -1.734
P -3.410 -2.325 -0.295
C -4.329 -0.755 -0.033
C -3.828 -2.711 -2.017
P 3.410 1.740 0.565
C 1.862 1.733 -0.510
C 4.537 0.877 -0.613
C 3.664 3.523 0.133
H -3.713 0.040 0.445
H -5.125 -1.057 0.682
H -4.780 -0.371 -0.965
H -2.906 -3.009 -2.548
H -4.344 -1.891 -2.536
H -4.476 -3.613 -1.881
H 4.043 3.584 -0.896
H 4.378 3.961 0.839
H 2.703 4.059 0.212
H 1.451 2.758 -0.530
H 0.792 -1.092 -0.838
H 5.548 0.863 -0.169
H 4.543 1.470 -1.537
H 4.188 -0.152 -0.789
C -0.592 3.703 2.062
O -0.307 2.883 0.918
C -1.018 1.730 0.732
O -2.106 1.485 1.256
H 0.168 3.451 2.807
H -1.611 3.558 2.416
H -0.431 4.721 1.731
```

This record from OMol25 describes a structure of composition C25H44OP2Sc at a distorted geometry. The level of theory is ωB97M-V/def2-TZVPD.

As for the molar mass: 467.53 g/mol. The HOMO-LUMO gap is 6.5 eV. The calculation puts the energy above the lowest of the compared OMol25 structures with the same formula, charge and spin at 0.0 kJ/mol. Its spin multiplicity is 1. The calculation puts the calculated total energy at -2497.3166 Ha. The net charge is +1.

Geometry as XYZ:
```
73
C25H44OP2Sc | OMol25 | ωB97M-V/def2-TZVPD
Sc -1.804 0.466 0.939
C 0.263 -0.061 2.770
C 0.320 1.280 2.298
C -1.734 0.980 3.326
C -1.019 -0.258 3.352
C -0.897 1.940 2.675
C 1.403 -1.017 2.896
H 1.708 -1.495 1.959
H 1.146 -1.851 3.550
H 2.295 -0.510 3.282
C -1.499 -1.499 4.004
H -0.649 -2.081 4.389
H -2.041 -2.133 3.286
H -2.185 -1.279 4.835
C -3.033 1.237 3.994
H -3.096 0.683 4.938
H -3.888 0.931 3.379
H -3.140 2.303 4.209
C -1.161 3.400 2.616
H -1.659 3.737 3.536
H -1.820 3.677 1.780
H -0.219 3.955 2.510
C 1.545 2.001 1.879
H 1.766 2.831 2.565
H 1.439 2.465 0.893
H 2.425 1.346 1.847
C 1.767 -2.984 -0.148
C 3.070 -2.655 -0.248
C 3.608 -1.342 -0.774
C 3.096 -0.985 -2.203
C 1.994 0.089 -2.359
C 1.198 0.325 -1.108
C 0.628 -0.828 -0.299
C 0.677 -2.245 -0.849
H 4.713 -1.442 -0.876
H 2.843 -1.925 -2.710
H 3.457 -0.486 -0.082
H 0.794 -2.282 -1.949
H 1.452 -3.915 0.352
H 3.831 -3.411 0.041
H -0.271 -2.757 -0.619
H 1.192 -0.743 0.635
H 1.684 1.050 -0.436
H -0.459 -0.711 0.050
H 3.966 -0.652 -2.796
H 2.492 1.033 -2.630
P 0.667 -0.026 -3.630
C 0.727 -1.638 -4.401
C 1.240 1.140 -4.911
P -0.771 1.302 -1.292
C -0.914 0.549 -2.985
C -0.009 2.921 -1.678
C -2.624 1.678 -1.215
H -0.156 -2.254 -4.182
H 1.616 -2.199 -4.093
H 0.799 -1.533 -5.498
H 0.893 0.834 -5.907
H 2.338 1.144 -4.917
H 0.888 2.160 -4.709
H -2.879 1.824 -2.276
H -2.844 2.599 -0.656
H -3.248 0.831 -0.852
H -1.632 -0.293 -2.938
H -1.354 1.299 -3.682
H -0.414 3.673 -0.979
H -0.246 3.235 -2.711
H 1.087 2.885 -1.550
C -3.195 -2.835 1.128
C -2.778 -1.439 0.810
O -3.616 -0.465 0.808
H -3.876 -3.253 0.376
H -3.626 -2.909 2.135
H -2.270 -3.414 1.108
```

This record from OMol25 describes a structure of composition C25H45Br3Cl2N2PS at a distorted geometry. The level of theory is ωB97M-V/def2-TZVPD.

As for the molar mass: 747.31 g/mol. The HOMO-LUMO gap is 7.1 eV. Its spin multiplicity is 1. The calculation puts the calculated total energy at -10470.6606 Ha. The net charge is +1.

Geometry as XYZ:
```
79
C25H45Br3Cl2N2PS | OMol25 | ωB97M-V/def2-TZVPD
C -1.109 0.507 -2.384
C -1.040 -0.516 -1.503
C -2.268 -0.998 -0.805
C -2.488 -0.528 0.673
C -3.936 -1.036 0.928
C -1.652 -1.207 1.783
C -1.390 -2.717 1.584
C -0.554 -3.282 0.415
C -1.309 -4.276 -0.483
Cl -0.963 -3.957 -2.216
C -0.451 -0.432 2.417
C -0.223 -1.021 3.839
C 0.842 -0.801 1.624
C 2.245 -0.267 1.968
C 2.777 0.935 1.197
C 2.857 0.767 -0.334
C 3.311 -0.605 -0.838
C 2.926 -0.876 -2.313
C 3.169 0.287 -3.264
C 2.973 -0.104 -4.741
C 1.505 0.010 -5.152
C -0.856 1.081 2.611
Br -2.358 1.013 3.935
P 0.483 2.154 3.485
S 0.202 2.747 5.320
C -1.337 1.785 1.279
N -0.214 1.768 0.402
C -1.722 3.306 1.352
Br -2.231 4.174 2.953
C -1.694 4.065 0.230
C -1.437 3.667 -1.204
Br -2.080 5.921 0.297
N -2.493 1.000 0.624
Cl -4.031 1.758 1.054
H -2.052 0.874 -2.777
H -0.211 1.007 -2.721
H -0.065 -0.972 -1.390
H -3.111 -0.576 -1.359
H -2.435 -2.069 -0.838
H -4.634 -0.715 0.163
H -4.266 -0.845 1.943
H -3.881 -2.116 0.825
H -2.345 -1.249 2.622
H -0.941 -3.054 2.516
H -2.350 -3.233 1.582
H -0.063 -2.524 -0.175
H 0.267 -3.859 0.842
H -0.972 -5.289 -0.313
H -2.381 -4.187 -0.344
H 0.158 -0.285 4.544
H 0.530 -1.807 3.799
H -1.113 -1.502 4.227
H 0.723 -0.745 0.542
H 0.942 -1.866 1.805
H 2.947 -1.066 1.739
H 2.333 -0.162 3.048
H 2.268 1.874 1.409
H 3.803 1.087 1.538
H 1.934 1.036 -0.854
H 3.600 1.487 -0.674
H 2.885 -1.423 -0.260
H 4.395 -0.705 -0.777
H 1.872 -1.171 -2.314
H 3.483 -1.754 -2.637
H 2.476 1.103 -3.053
H 4.168 0.684 -3.073
H 3.333 -1.119 -4.880
H 3.539 0.601 -5.345
H 1.417 -0.032 -6.235
H 0.914 -0.798 -4.722
H 1.079 0.954 -4.817
H 1.709 1.501 3.486
H 0.661 3.287 2.670
H 0.485 2.459 0.589
H 0.096 0.882 0.043
H -1.888 4.412 -1.850
H -0.383 3.591 -1.444
H -1.941 2.733 -1.435
H -2.443 1.229 -0.376
```